ORCA calculation (ωB97M-V with the def2-TZVPD basis set) on a cluster of 11 separate species, C18H55BBr2F3N20O11 in total at a distorted geometry.

Summary:
Kohn-Sham gap, eV: 7.221
E_tot, a.u.: -8114.46677
LUMO, eV: 1.4271
E_HOMO, hartree: -0.21292
Spin multiplicity: 1
Total charge: -1

```
110
C18H55BBr2F3N20O11 | OMol25 | ωB97M-V with the def2-TZVPD basis set
C 5.80580 1.01402 -0.79488
O 4.83442 -0.04452 -1.08299
C 3.81661 -0.20064 -0.04084
C 2.34929 -0.23468 -0.81186
C 1.15740 0.54447 0.00041
B 0.39358 1.67252 -0.97860
C 0.92371 3.21724 -0.70951
Br 0.15888 4.07646 0.93627
C 2.55813 3.35342 -0.74094
C 3.14525 4.79276 -0.21993
Br 3.16984 3.06068 -2.65977
C -1.24413 1.50648 -0.99368
F -1.51198 0.12886 -1.55334
F -1.88994 1.53211 0.33888
F -1.81444 2.45783 -1.98180
H 5.89965 1.69717 -1.76980
H 6.88088 0.52408 -0.66856
H 5.52608 1.74079 0.07615
H 3.95930 -1.28551 0.43054
H 3.86870 0.56044 0.84366
H 2.54369 0.15123 -1.90228
H 2.02840 -1.36461 -0.90621
H 1.55257 1.17793 0.92872
H 0.37548 -0.23108 0.44829
H 0.76322 1.39720 -2.08534
H 0.52201 3.85698 -1.63366
H 3.12686 2.51567 -0.11735
H 3.71156 4.60371 0.80304
H 3.99916 5.10276 -0.99229
H 2.36668 5.66539 -0.17974
C -4.50294 1.15729 -5.35995
O -5.24190 1.58266 -6.23375
N -4.08222 -0.11982 -5.32115
N -4.04323 1.92770 -4.35744
H -3.47376 -0.48853 -4.60986
H -4.40515 -0.73366 -6.05766
H -4.33622 2.89594 -4.34928
H -3.43414 1.59554 -3.62890
C -3.98071 -1.55326 2.09767
O -4.78040 -2.44673 2.32729
N -4.21317 -0.58321 1.19517
N -2.79522 -1.45880 2.72661
H -3.56700 0.16070 0.99233
H -5.09431 -0.61717 0.69919
H -2.58071 -2.16948 3.41387
H -2.12369 -0.73058 2.55108
C -3.38071 5.95978 -4.29364
O -4.18040 5.06631 -4.06402
N -3.61317 6.92983 -5.19614
N -2.19522 6.05424 -3.66469
H -2.96700 7.67375 -5.39897
H -4.49431 6.89587 -5.69212
H -1.98071 5.34356 -2.97744
H -1.52369 6.78247 -3.84023
C 4.13439 -3.47057 2.85864
O 3.37024 -2.65207 2.37217
N 5.06114 -3.14425 3.77743
N 4.11816 -4.77230 2.51933
H 5.69910 -3.80406 4.18945
H 5.10701 -2.17415 4.06088
H 3.43545 -5.06008 1.83050
H 4.73932 -5.46116 2.90881
C 0.30423 -2.71776 -3.72259
O 1.12119 -1.88102 -4.07324
N 0.40761 -4.01795 -4.05174
N -0.77276 -2.41445 -2.97560
H -0.25491 -4.72162 -3.77245
H 1.20416 -4.28885 -4.61360
H -0.88831 -1.44625 -2.70610
H -1.45640 -3.08946 -2.67716
C 7.11097 -6.39872 4.78727
O 6.29153 -6.11759 3.92704
N 8.10751 -5.56766 5.14192
N 7.09082 -7.56498 5.45761
H 8.79169 -5.78145 5.84782
H 8.15883 -4.67876 4.66153
H 6.35658 -8.21942 5.22097
H 7.75687 -7.81447 6.16908
C 4.33329 -3.90772 -3.36815
O 3.33047 -4.17412 -2.72481
N 5.37410 -4.75305 -3.47617
N 4.48738 -2.74475 -4.02667
H 6.20820 -4.55150 -4.00129
H 5.29879 -5.64006 -2.99545
H 3.72691 -2.07993 -3.97113
H 5.30567 -2.50730 -4.56155
C -8.25339 -4.07349 3.79364
O -7.80832 -5.20893 3.73718
N -9.44159 -3.78501 4.35442
N -7.59540 -3.00895 3.29995
H -9.82474 -2.85648 4.41035
H -9.96942 -4.55800 4.73839
H -6.69674 -3.18240 2.86899
H -7.94561 -2.06659 3.33697
C 2.28065 6.20156 4.30273
O 3.34317 5.87091 3.80050
N 1.09671 5.72010 3.88320
N 2.19862 7.07721 5.32078
H 0.21151 5.98041 4.28415
H 1.11372 5.05790 3.11851
H 3.06713 7.46372 5.66675
H 1.33311 7.36180 5.74736
C -7.58091 1.20775 0.27400
O -7.13584 0.07231 0.21754
N -8.76911 1.49623 0.83479
N -6.92292 2.27229 -0.21969
H -9.15226 2.42476 0.89071
H -9.29694 0.72324 1.21876
H -6.02427 2.09884 -0.65064
H -7.27313 3.21465 -0.18266
```